{"formula": "C3H9NS", "method": "ωB97M-V/def2-TZVPD", "lumo_energy_ha": 0.033, "de_lowest_kj_mol": 18.2, "symbols": ["C", "C", "N", "C", "S", "H", "H", "H", "H", "H", "H", "H", "H", "H"], "xyz": [[-1.46918, 1.78223, -0.05970], [-0.60133, 0.60904, -0.47852], [-1.43703, -0.43611, -1.10253], [0.18591, 0.07869, 0.70459], [1.52232, -1.03162, 0.20796], [-0.98339, 2.42820, 0.67578], [-1.78509, 2.43902, -0.87486], [-2.39420, 1.44274, 0.39935], [0.07089, 0.90645, -1.27855], [-0.95285, -0.84490, -1.89057], [-1.63389, -1.18770, -0.44916], [-0.53293, -0.34705, 1.40941], [0.64885, 0.90884, 1.23864], [2.14001, -1.04774, 1.39595]], "forces_ev_per_a": [[-0.32, 0.64, 0.34], [-0.38, -0.41, -0.63], [0.07, 0.00, 0.01], [0.03, 0.76, 0.52], [-0.12, -0.30, -0.05], [0.17, -0.05, -0.05], [0.21, -0.32, -0.19], [-0.07, -0.27, 0.11], [0.35, 0.35, 0.11], [-0.05, -0.11, 0.05], [-0.04, 0.08, -0.05], [0.14, -0.41, -0.04], [0.01, 0.08, -0.10], [0.01, -0.03, -0.03]]}